# 1
Below is C5H7NO in the gas phase, with properties calculated with the ωB97M-V functional and the def2-TZVPD basis.

Calculated values
- Multiplicity: 1
- LUMO level: 0.74 eV
- Net charge: 0
- Relative energy (zero: lowest compared OMol25 entry of this formula, charge and spin): 487.58 kJ/mol
- Kohn-Sham gap: 9.4 eV

Last column: Mulliken charge in e.
Positions of all 14 atoms, in Å:
O: -1.5173 1.6247 0.6180  -0.303
C: -0.2101 1.6096 0.7675  -0.940
C: 0.2423 0.2327 1.1748  0.626
C: 0.0334 -1.0929 0.5472  -0.200
C: -0.2712 -1.0330 -0.9344  -0.528
C: 0.8690 -0.0011 -1.0114  -0.379
N: 1.3290 -0.3434 0.3812  -0.641
H: -1.7399 2.5387 0.3789  0.450
H: 0.5503 1.0500 -1.0675  0.228
H: 0.4437 0.2029 2.2468  0.467
H: -0.0164 -1.9928 1.1605  0.366
H: -1.2849 -0.7819 -1.2635  0.250
H: 0.0416 -1.9664 -1.4076  0.280
H: 1.6324 -0.1600 -1.7691  0.326

Forces on atoms 1 to 2 (eV/Å):
0.3 0.2 0.0
-0.3 -0.3 0.2


# 2
Below is a molecular structure, C5H7NO in a non-equilibrium geometry, with properties calculated with the ωB97M-V functional and the def2-TZVPD basis.

Calculated values
- Multiplicity: 1
- LUMO level: 0.86 eV
- Net charge: 0
- Relative energy (zero: lowest compared OMol25 entry of this formula, charge and spin): 223.81 kJ/mol
- Kohn-Sham gap: 10.0 eV

Last column: Mulliken charge in e.
Positions of all 14 atoms, in Å:
C: 0.0250 1.3981 -0.1366  0.255
C: -0.4564 -0.6953 -0.6068  -0.156
C: -0.6927 -0.5600 0.8490  -0.888
C: 0.5296 0.3083 0.7823  -0.308
C: 1.0678 -0.7003 -0.2263  -0.568
H: -1.0477 1.3030 -1.8718  0.297
H: -1.0623 -1.1850 -1.3795  0.457
H: -0.5904 -1.4607 1.4102  0.352
H: -1.7330 -0.3139 1.0540  0.333
H: 1.1447 0.5444 1.5601  0.594
H: 1.3902 -1.5408 0.5010  0.253
H: 1.8607 -0.4589 -0.9529  0.304
N: -0.5128 0.7463 -1.1315  -0.236
O: 0.0772 2.6147 0.1488  -0.688

Forces on atoms 1 to 2 (eV/Å):
1.3 4.4 3.3
0.6 0.1 -3.3


# 3
Below is a molecular structure, C5H7NO, with properties calculated with the ωB97M-V functional and the def2-TZVPD basis.

Calculated values
- Multiplicity: 1
- LUMO level: 1.07 eV
- Net charge: 0
- Relative energy (zero: lowest compared OMol25 entry of this formula, charge and spin): 267.48 kJ/mol
- Kohn-Sham gap: 10.4 eV

Last column: Mulliken charge in e.
Positions of all 14 atoms, in Å:
C: 2.6202 0.2306 0.5055  -0.755
N: 1.2720 0.7436 0.4366  -0.508
C: 0.2224 0.1594 0.1062  0.603
O: -0.1267 -1.1785 -0.1404  -0.407
C: -1.3506 -0.7163 -0.7649  -0.030
C: -2.2392 -0.0523 0.2178  -0.575
C: -1.0764 0.7098 -0.3831  -0.324
H: 3.2910 1.0824 0.3602  0.284
H: 2.8953 -0.1831 1.4857  0.272
H: 2.8133 -0.4965 -0.2872  0.283
H: -1.6276 -1.1437 -1.7213  0.340
H: -2.2403 -0.3502 1.2630  0.220
H: -3.2007 0.2631 -0.1805  0.251
H: -1.1752 1.6203 -0.9548  0.344

Forces on atoms 1 to 2 (eV/Å):
0.1 0.0 0.1
-0.4 0.1 -0.2


# 4
Below is a molecular structure, C5H7NO, with properties calculated with the ωB97M-V functional and the def2-TZVPD basis.

Calculated values
- Multiplicity: 1
- LUMO level: 0.57 eV
- Net charge: 0
- Relative energy (zero: lowest compared OMol25 entry of this formula, charge and spin): 432.66 kJ/mol
- Kohn-Sham gap: 9.1 eV

Last column: Mulliken charge in e.
Positions of all 14 atoms, in Å:
C: -1.6054 -1.0618 0.0641  -1.217
C: -0.2131 -0.5570 0.1542  0.470
C: 0.3598 0.6724 -0.2310  0.696
N: -0.4409 1.7719 -0.6700  -0.606
C: 1.8272 0.7002 0.1897  -1.255
C: 1.9231 -0.5845 0.6627  0.014
O: 0.7295 -1.3044 0.6800  -0.339
H: -2.0875 -1.0630 1.0486  0.286
H: -2.1762 -0.4060 -0.5981  0.330
H: -1.6291 -2.0859 -0.3212  0.330
H: 0.1572 2.4175 -1.1786  0.339
H: -0.7548 2.2863 0.1486  0.254
H: 1.1686 0.3585 -1.0429  0.278
H: 2.7418 -1.1442 1.0940  0.420

Forces on atoms 1 to 2 (eV/Å):
0.0 0.0 0.0
0.1 0.1 -0.1


# 5
Below is 2 unconnected molecules or ions with the total composition C5H7NO, with properties calculated with the ωB97M-V functional and the def2-TZVPD basis.

Calculated values
- Multiplicity: 1
- LUMO level: -0.17 eV
- Net charge: 0
- Relative energy (zero: lowest compared OMol25 entry of this formula, charge and spin): 309.98 kJ/mol
- SMILES string: C=NC=O.C=C=C
- Kohn-Sham gap: 9.7 eV

Last column: Mulliken charge in e.
Positions of all 14 atoms, in Å:
O: 1.7319 0.4163 1.2304  -0.459
C: 1.0153 -0.5494 1.1751  0.077
N: -0.3890 -0.5612 1.4542  -0.342
C: -0.8248 0.5029 2.0054  -0.266
C: -0.5357 1.2959 -1.5597  -0.651
C: -0.6301 -0.0050 -1.6037  0.305
C: -0.7259 -1.2995 -1.4886  -0.752
H: 1.3858 -1.5366 0.8577  0.417
H: -1.0818 -1.6820 -0.5356  0.345
H: -0.1634 1.3135 2.3168  0.273
H: -1.8899 0.6002 2.2002  0.270
H: -1.3714 1.9312 -1.8300  0.249
H: 0.3709 1.7771 -1.2043  0.280
H: -0.4816 -2.0047 -2.2738  0.254

Forces on atoms 1 to 2 (eV/Å):
-0.2 -0.3 -0.1
0.3 0.2 0.0


# 6
Below is C5H7NO in the gas phase in a non-equilibrium geometry, with properties calculated with the ωB97M-V functional and the def2-TZVPD basis.

Calculated values
- Multiplicity: 1
- LUMO level (spin up / spin down): 0.47 / 0.60 eV
- Net charge: 0
- Relative energy (zero: lowest compared OMol25 entry of this formula, charge and spin): 632.57 kJ/mol
- Kohn-Sham gap (spin up / spin down): 7.2 / 7.6 eV

Last column: Mulliken charge in e.
Positions of all 14 atoms, in Å:
C: -0.6682 0.4138 -1.8273  -0.251
C: -1.5936 0.1919 -0.2066  -0.438
C: 1.0247 -0.9040 -0.1705  -0.568
C: 0.0280 0.1080 -0.6656  0.440
C: 1.2348 0.4111 0.4911  -0.425
N: 1.1223 0.5521 1.8335  -0.331
O: -1.8891 0.9318 -1.3674  -0.332
H: -0.6115 -0.0051 -2.8197  0.327
H: 1.3097 -0.2568 2.4246  0.222
H: 1.4026 1.4401 2.2211  0.254
H: -1.6351 0.7761 0.7173  0.313
H: -2.0945 -0.7731 -0.1587  0.271
H: 1.7827 -1.1702 -0.9064  0.235
H: 0.5874 -1.7158 0.4346  0.283

Forces on atoms 1 to 2 (eV/Å):
0.7 0.2 -0.1
2.3 0.9 1.9


# 7
Below is C5H7NO in the gas phase in a non-equilibrium geometry, with properties calculated with the ωB97M-V functional and the def2-TZVPD basis.

Calculated values
- Multiplicity: 1
- LUMO level: 0.84 eV
- Net charge: 0
- Relative energy (zero: lowest compared OMol25 entry of this formula, charge and spin): 110.70 kJ/mol
- SMILES string: O=C1CCC=CN1
- Kohn-Sham gap: 9.4 eV

Last column: Mulliken charge in e.
Positions of all 14 atoms, in Å:
C: 1.5095 0.0582 -0.0197  0.335
C: 0.5751 -1.1541 0.1489  -0.862
C: -0.9739 -1.0629 -0.2128  -0.321
C: -1.3489 0.3966 -0.1180  -0.569
C: -0.4750 1.4288 -0.0754  -0.116
H: 0.5242 -1.2466 1.1688  0.335
H: 1.0844 -2.0377 -0.0266  0.519
H: -1.4789 -1.6119 0.6560  0.224
H: -1.1436 -1.4301 -1.2402  0.279
H: -2.3357 0.7348 -0.1432  0.346
H: -1.0317 2.3862 -0.0298  0.268
H: 1.4753 2.2868 0.0900  0.285
N: 0.9217 1.3576 0.0757  -0.131
O: 2.6975 -0.1058 -0.2738  -0.593

Forces on atoms 1 to 2 (eV/Å):
1.0 0.6 -1.5
-1.7 2.4 -0.5


# 8
Below is C5H7NO in the gas phase, with properties calculated with the ωB97M-V functional and the def2-TZVPD basis.

Calculated values
- Multiplicity: 1
- LUMO level: 0.86 eV
- Net charge: 0
- Relative energy (zero: lowest compared OMol25 entry of this formula, charge and spin): 11.82 kJ/mol
- SMILES string: O=C1CC=CCN1
- Kohn-Sham gap: 10.3 eV

Last column: Mulliken charge in e.
Positions of all 14 atoms, in Å:
O: 1.4405 2.1883 0.5561  -0.650
C: 0.7911 1.2018 0.2525  0.293
C: 1.4476 -0.1305 -0.0755  -0.499
C: 0.5380 -1.3183 0.0807  -0.351
C: -0.7828 -1.1973 0.0119  -0.291
C: -1.4413 0.1349 -0.2093  -0.484
N: -0.5695 1.2302 0.1767  -0.140
H: 2.3424 -0.2052 0.5472  0.350
H: 1.8145 -0.0640 -1.1099  0.247
H: 0.9942 -2.2922 0.2453  0.363
H: -1.4342 -2.0623 0.1100  0.358
H: -2.3607 0.2003 0.3824  0.339
H: -1.7475 0.2190 -1.2657  0.229
H: -0.9746 2.1365 0.3655  0.236

Forces on atoms 1 to 2 (eV/Å):
-0.1 -0.3 -0.1
-0.1 0.0 -0.1